Entry 1:
Molecular formula: C3H4O2S
Method: DFT, ωB97M-V/def2-TZVPD

Summary:
Lowest unoccupied orbital energy: 0.6 eV
Max |F|: 2.52 eV/Å
SMILES: O=C1OCCS1
Frontier orbital gap: 10.47 eV
Relative energy (zero: lowest compared OMol25 entry of this formula, charge and spin): 2.1 kcal/mol
HOMO: -0.3640 Eh
Spin multiplicity: 1

The geometry in XYZ format:
```
10
Properties=species:S:1:pos:R:3:lowdin_charge:R:1
S 0.46194 -1.67748 0.05281 1.0048
O 0.91078 0.85947 -0.19224 -0.0447
O 2.80551 -0.25768 -0.00167 0.0606
C -0.41199 0.83892 0.20910 -0.2312
C 1.58996 -0.30697 -0.02434 -0.7537
C -0.92001 -0.58726 -0.17812 -0.4469
H -1.18287 -0.56911 -1.24788 0.0848
H -1.02386 1.56508 -0.30029 0.1219
H -0.46055 1.06385 1.27597 0.1277
H -1.76891 -0.92882 0.40666 0.0767
```

Entry 2:
Molecular formula: C3H4O2S
Method: DFT, ωB97M-V/def2-TZVPD

Summary:
<S²>: 2.01
Lowest unoccupied orbital energy (alpha / beta): 0.8 / -1.7 eV
Max |F|: 3.01 eV/Å
Frontier orbital gap (alpha / beta): 7.33 / 8.98 eV
Relative energy (zero: lowest compared OMol25 entry of this formula, charge and spin): 88.3 kcal/mol
HOMO (alpha / beta): -0.2408 / -0.3918 Eh
Spin multiplicity: 3

The geometry in XYZ format:
```
10
Properties=species:S:1:pos:R:3:lowdin_spin:R:1
S -1.13232 0.07909 -0.05360 0.2716
O -1.71874 1.36212 -0.24660 0.0949
O -2.34871 -1.32974 -0.11686 1.3922
C 0.11631 0.08092 1.25525 0.0664
C 0.47147 -0.10091 -0.97072 0.0899
C 1.10252 0.01988 0.37478 0.0675
H 0.64088 0.72370 -1.65574 0.0026
H 2.16825 0.06910 0.55124 0.0156
H 0.61849 -1.06003 -1.46053 0.0002
H 0.08184 0.15586 2.32277 -0.0010
```

Entry 3:
Molecular formula: C3H4O2S
Method: DFT, ωB97M-V/def2-TZVPD

Summary:
<S²>: 2.01
Lowest unoccupied orbital energy (alpha / beta): 0.7 / -2.2 eV
Max |F|: 7.68 eV/Å
Frontier orbital gap (alpha / beta): 6.53 / 8.32 eV
Relative energy (zero: lowest compared OMol25 entry of this formula, charge and spin): 18.1 kcal/mol
HOMO (alpha / beta): -0.2161 / -0.3882 Eh
Spin multiplicity: 3

The geometry in XYZ format:
```
10
Properties=species:S:1:pos:R:3:lowdin_spin:R:1
S -1.30179 -2.86498 -1.61469 0.0199
O 0.55154 -2.82496 0.35172 0.0012
O -1.04787 -0.01081 -0.27851 0.9427
C 0.22976 1.84455 0.51122 0.1820
C 0.04194 0.44117 -0.10765 0.6965
C -0.32032 -2.75355 -0.41981 0.0013
H -0.68146 2.32661 0.76235 -0.0012
H 0.72753 1.58078 1.35514 0.0239
H 0.86725 2.41989 -0.06068 0.0189
H 0.93343 -0.15870 -0.49908 0.1147
```

Entry 4:
Molecular formula: C3H4O2S2
Method: DFT, ωB97M-V/def2-TZVPD

Summary:
Lowest unoccupied orbital energy: -0.2 eV
Max |F|: 3.90 eV/Å
Frontier orbital gap: 9.40 eV
Relative energy (zero: lowest compared OMol25 entry of this formula, charge and spin): 43.9 kcal/mol
HOMO: -0.3515 Eh
Spin multiplicity: 1

The geometry in XYZ format:
```
11
Properties=species:S:1:pos:R:3:lowdin_charge:R:1
S -1.92549 -1.51252 -0.43609 0.6392
S -2.05483 0.37032 0.57751 0.7313
O 1.79267 1.18505 -0.95209 0.0571
O -2.80911 1.36346 -0.14686 -0.5401
C 1.69241 0.48126 0.01295 -0.2355
C -0.69164 -0.24837 -0.49587 -0.8616
C 0.51204 -0.55333 0.35138 -0.2578
H -0.32338 0.35995 -1.43079 0.1442
H 1.05781 -1.48652 0.19140 0.1164
H 2.37198 0.55543 0.93862 0.1328
H 0.37754 -0.51473 1.38984 0.0738
```

Entry 5:
Molecular formula: C3H4O3
Method: DFT, ωB97M-V/def2-TZVPD

Summary:
Lowest unoccupied orbital energy: 0.7 eV
Max |F|: 0.70 eV/Å
Frontier orbital gap: 11.25 eV
Relative energy (zero: lowest compared OMol25 entry of this formula, charge and spin): 30.0 kcal/mol
HOMO: -0.3872 Eh
Spin multiplicity: 1

The geometry in XYZ format:
```
10
Properties=species:S:1:pos:R:3:lowdin_charge:R:1
O 1.78526 -1.42178 0.10610 0.1536
O -1.29325 -1.00959 0.39219 0.0137
O 1.30985 0.82964 0.29245 0.0615
C 1.06848 -0.47473 -0.00637 -0.4426
C -0.39651 -0.25164 -0.36453 -0.2624
C -0.10444 1.16734 0.13627 -0.0552
H -0.60416 -0.29861 -1.44259 0.1606
H -0.97964 -1.92667 0.35909 0.1130
H -0.55140 1.40238 1.10394 0.1329
H -0.23419 1.98366 -0.57653 0.1249
```

Entry 6:
Molecular formula: C3H4O3
Method: DFT, ωB97M-V/def2-TZVPD

Summary:
Lowest unoccupied orbital energy: -1.1 eV
Max |F|: 6.76 eV/Å
SMILES: O=CC(=O)CO
Frontier orbital gap: 9.44 eV
Relative energy (zero: lowest compared OMol25 entry of this formula, charge and spin): 70.9 kcal/mol
HOMO: -0.3871 Eh
Spin multiplicity: 1

The geometry in XYZ format:
```
10
Properties=species:S:1:pos:R:3:lowdin_charge:R:1
O -1.34315 -0.72471 0.18178 -0.0691
O 1.05656 1.34307 -1.04936 0.1042
O 1.03921 -1.32139 1.08975 0.0918
C 1.27211 -0.69283 0.07699 -0.1227
C 0.42823 0.46938 -0.41865 -0.3512
C -0.89818 0.67138 0.03093 -0.1316
H 2.14088 -0.80636 -0.54926 0.1308
H -1.20150 1.37017 0.90231 0.1593
H -0.73073 -1.27639 0.55857 -0.0130
H -1.76343 0.96769 -0.82306 0.2013
```

Entry 7:
Molecular formula: C3H4O3
Method: DFT, ωB97M-V/def2-TZVPD

Summary:
Lowest unoccupied orbital energy: 0.8 eV
Max |F|: 3.60 eV/Å
SMILES: O=CCOC=O
Frontier orbital gap: 11.11 eV
Relative energy (zero: lowest compared OMol25 entry of this formula, charge and spin): 51.4 kcal/mol
HOMO: -0.3792 Eh
Spin multiplicity: 1

The geometry in XYZ format:
```
10
Properties=species:S:1:pos:R:3:lowdin_charge:R:1
O -1.04135 -0.79382 -1.98945 0.0751
O -0.76037 -0.57624 0.31435 -0.0535
O 1.67833 1.78442 1.10484 0.0176
C 0.17913 0.49303 -0.00408 -0.1575
C -1.23145 -1.15943 -0.86185 -0.3167
C 1.12106 0.70517 1.19300 -0.2183
H 1.35097 -0.16658 2.12093 0.1932
H -2.03991 -1.94908 -0.65199 0.1624
H 0.94120 0.18967 -0.73756 0.1268
H -0.19760 1.47287 -0.48819 0.1708
```

Entry 8:
Molecular formula: C3H4O3
Method: DFT, ωB97M-V/def2-TZVPD

Summary:
Lowest unoccupied orbital energy (alpha / beta): -2.1 / -1.9 eV
Max |F|: 1.66 eV/Å
Frontier orbital gap (alpha / beta): 7.29 / 7.61 eV
Relative energy (zero: lowest compared OMol25 entry of this formula, charge and spin): 138.5 kcal/mol
HOMO (alpha / beta): -0.3462 / -0.3477 Eh
Spin multiplicity: 1

The geometry in XYZ format:
```
10
Properties=species:S:1:pos:R:3:lowdin_charge:R:1
O 0.76266 0.88805 -0.46483 0.0180
O 0.42476 -1.39255 -0.20656 0.0985
O 2.08674 -1.07362 -0.74485 0.1669
C -0.56535 0.88924 -0.42517 -0.1939
C 1.30066 -0.38953 0.05144 -0.5770
C -1.31134 0.07658 0.36751 0.0486
H 1.62012 -0.20793 1.08442 0.1699
H -1.00918 1.57595 -1.13808 0.1273
H -2.37876 0.02372 0.21190 0.0673
H -0.93031 -0.38990 1.26420 0.0744
```